Below is one molecule with the formula CH3NO4, with properties calculated with the ωB97M-V functional and the def2-TZVPD basis.

Computed properties:
orbital gap = 11.236 eV
structure (SMILES) = O=[N+]([O-])C(O)O
energy relative to the best compared isomer or geometry (same formula, charge and spin) = 1.1724 eV
lowest unoccupied orbital energy = 0.005 hartree
calculated total energy = -395.50880 Eh
molar mass = 93.0 u

```
! RIJCOSX wB97M-V def2-TZVPD def2/J DEFGRID3
* xyz 0 1
O -2.46141 0.36980 0.89733
N -1.47649 1.06746 0.88514
O -1.38411 2.21130 1.21447
C -0.09056 0.36677 0.36099
O -0.00585 0.54716 -0.99586
O -0.13915 -0.92087 0.58767
H 0.84777 0.87404 0.75216
H -0.75287 0.16409 -1.42135
H -0.87856 -1.15703 1.19792
*
```